Entry from the OMol25 dataset: 3 unconnected molecules or ions with the total composition C20H42ClN3O4P (ωB97M-V with the def2-TZVPD basis set).

```
71
Properties=species:S:1:pos:R:3:mulliken_charge:R:1
C 4.7796 3.1628 -2.7234 -0.918
C 4.2819 1.7552 -3.3745 -0.533
P 2.6031 1.3311 -2.6129 0.194
C 1.7624 -0.1328 -3.4856 -0.887
C 1.4664 2.8175 -3.0138 -0.115
C 1.6508 3.5570 -4.3608 -0.265
N 0.7937 4.6750 -4.6841 -0.032
C -0.2722 5.1630 -3.8505 -0.279
C -0.5533 4.4703 -2.4876 -0.471
C 0.3478 3.2752 -2.0361 0.435
Cl 0.1698 2.3901 -0.4672 -0.025
H 5.8929 3.3046 -2.9453 0.340
H 4.5880 3.1871 -1.5994 0.290
H 4.2179 4.0094 -3.2571 0.233
H 4.1753 1.9437 -4.5076 0.261
H 5.0970 0.9649 -3.2030 0.401
H 1.6638 -1.0399 -2.7967 0.297
H 2.2756 -0.3799 -4.4770 0.438
H 0.6867 0.1965 -3.7603 0.208
H 2.4570 3.2149 -5.0874 0.310
H 0.9658 5.1515 -5.5814 0.303
H -0.9397 6.0378 -4.1813 0.358
H -1.4080 4.8061 -1.8010 0.359
C -4.5415 -0.2191 1.5170 -0.804
O -3.7520 -1.3994 1.4973 -0.186
C -4.4414 -2.5256 0.9501 -0.893
C -3.8434 -2.9226 -0.4011 -0.169
N -4.1457 -1.9218 -1.4251 -0.297
C -3.3975 -2.0957 -2.6708 -0.903
C -1.8653 -1.9668 -2.6144 -0.431
O -1.3976 -0.6512 -2.3179 -0.339
C -1.3451 -0.3364 -0.9331 0.783
H -4.0056 0.5372 2.0937 0.248
H -4.6905 0.1679 0.5051 0.327
H -5.5086 -0.3985 1.9942 0.339
H -5.5201 -2.3519 0.8761 0.423
H -4.2893 -3.3533 1.6495 0.378
H -4.2549 -3.8896 -0.7061 0.422
H -2.7629 -3.0360 -0.2655 0.147
H -3.9371 -1.0024 -1.0545 0.079
H -3.7688 -1.3314 -3.3612 0.379
H -3.6565 -3.0654 -3.1077 0.423
H -1.4893 -2.1935 -3.6155 0.362
H -1.4005 -2.7012 -1.9469 0.388
H -1.1152 -1.2080 -0.3140 0.305
H -2.2833 0.1235 -0.6143 0.256
H -0.5562 0.4071 -0.7894 -1.189
C -1.0101 0.2679 2.9302 -0.568
O -0.0136 -0.4348 2.2039 -0.223
C 1.2197 0.2775 2.1018 -0.602
C 2.3087 -0.4092 2.9277 -0.329
N 2.0568 -0.2638 4.3617 -0.322
C 2.9052 -1.1117 5.2010 -0.681
C 2.7594 -2.6344 5.0480 -0.487
O 1.5047 -3.1451 5.4913 -0.444
C 0.4607 -3.0709 4.5337 -0.483
H -1.9519 -0.2704 2.8157 -0.043
H -0.7655 0.3025 3.9951 0.391
H -1.1396 1.2836 2.5433 0.345
H 1.1124 1.3333 2.3763 0.439
H 1.5136 0.2403 1.0469 0.135
H 3.2791 0.0348 2.6845 0.416
H 2.3293 -1.4639 2.6344 0.189
H 1.0892 -0.4963 4.5508 0.091
H 2.6669 -0.8579 6.2386 0.365
H 3.9526 -0.8344 5.0437 0.404
H 3.5096 -3.0959 5.6947 0.366
H 2.9843 -2.9832 4.0334 0.332
H 0.8250 -3.1809 3.5082 0.251
H -0.0877 -2.1335 4.6470 0.150
H -0.2425 -3.8808 4.7368 0.357
```

Properties
Electronic energy in a.u.: -2053.52523
Charge: +1
Gap between HOMO and LUMO in eV: 5.274
F_max in hartree/bohr: 0.0846
M in Da: 455.0
Relative energy (zero: lowest compared OMol25 entry of this formula, charge and spin) in eV: 4.361